The following is a DFT calculation (ωB97M-V/def2-TZVPD) of a molecular structure, C31H51AlBrCl4F2KO7P2S2 in a non-equilibrium geometry.

Computed properties:
charge: +2
LUMO energy: -8.564 eV

Positions of all 102 atoms, in Å:
C: -2.024883 3.609950 0.427770
C: -2.378500 2.734786 -0.498333
S: -2.711282 1.669256 -1.997208
C: -1.999401 -0.008983 -1.498473
C: -0.461084 -0.075259 -2.020053
C: 0.389924 1.285714 -1.813867
C: 1.966707 0.971530 -2.171906
O: 2.750855 0.624598 -1.000603
P: -4.806605 1.525253 -2.408106
C: -5.814726 0.948404 -0.914355
C: -5.504746 3.086856 -3.217714
H: -1.361708 4.141521 1.282033
H: -2.128613 -0.209919 -0.374816
H: -2.632880 -0.781453 -2.084410
H: -0.476883 -0.319346 -3.158140
H: 0.091546 -0.900925 -1.427328
H: 0.293905 1.737222 -0.732128
H: 0.074441 2.158998 -2.536047
H: 2.384229 1.994005 -2.544357
H: 2.067045 0.208041 -3.036419
H: 2.727132 1.421126 -0.404703
H: -6.316877 1.782540 -0.309975
H: -5.087526 0.374450 -0.221210
H: -6.565655 0.154775 -1.314848
H: -6.206762 2.751933 -4.076133
H: -6.045655 3.805858 -2.503462
H: -4.615168 3.626091 -3.735438
Br: -2.288892 5.009090 2.957635
K: -0.794239 3.681244 -3.235272
Cl: 0.039510 4.803158 1.744050
Al: 1.900941 -1.654617 -2.388604
F: 0.047394 1.383669 1.021311
F: 1.610667 1.966617 -7.633377
C: 1.794965 0.637085 -7.626779
C: 1.958820 -0.035158 -8.828002
C: 2.155177 -1.413105 -8.819016
C: 2.174635 -2.104377 -7.608813
C: 2.003594 -1.419491 -6.409332
C: 1.818279 -0.040412 -6.417695
H: 1.932764 0.517988 -9.759785
H: 2.292417 -1.947937 -9.752893
H: 2.323907 -3.179692 -7.602991
H: 2.016152 -1.961029 -5.465752
H: 1.692783 0.510292 -5.493121
C: 6.198762 -2.045223 -3.269015
Cl: 4.512392 -2.313012 -2.775138
Cl: 6.689436 -3.245540 -4.468823
Cl: 6.406225 -0.408319 -3.904285
H: 6.834340 -2.156806 -2.390933
C: 4.189180 -7.677100 -2.596558
C: 4.619239 -6.443797 -1.799921
C: 3.351413 -5.672186 -1.430287
S: 2.036924 -6.882440 -1.340237
O: 1.086408 -6.606832 -2.394698
O: 1.634656 -7.046023 0.037531
C: 3.027161 -8.285156 -1.822333
H: 5.008580 -8.389195 -2.714979
H: 3.856539 -7.374222 -3.595164
H: 5.136408 -6.760713 -0.888274
H: 5.311412 -5.816734 -2.367964
H: 3.451236 -5.173216 -0.464785
H: 3.087422 -4.943818 -2.200378
H: 2.429588 -8.976168 -2.416786
H: 3.375555 -8.776633 -0.910920
O: -6.394067 1.104384 4.982035
P: -5.720936 2.093734 5.947156
O: -4.408464 1.132838 6.265864
C: -3.360848 1.136608 5.304593
C: -2.624884 2.464267 5.268936
O: -6.723032 1.695210 7.212042
C: -7.977704 1.047760 6.996215
C: -7.826962 -0.462654 7.027989
O: -5.008148 3.280856 6.960012
C: -5.080422 3.245515 8.388734
C: -4.497353 2.005359 9.049720
H: -3.764879 0.892468 4.316620
H: -2.663358 0.342959 5.583567
H: -3.279641 3.264230 4.903024
H: -1.756594 2.410635 4.608764
H: -2.292135 2.753213 6.269659
H: -8.441247 1.401147 6.071575
H: -8.641904 1.357110 7.809723
H: -6.992233 -0.814698 6.417008
H: -8.741483 -0.948038 6.678391
H: -7.622526 -0.800585 8.047873
H: -6.110957 3.417040 8.709564
H: -4.509653 4.111040 8.740883
H: -5.026617 1.089830 8.778272
H: -4.553440 2.098244 10.137100
H: -3.451836 1.866344 8.761561
C: 7.067143 1.647431 -1.027668
C: 8.339223 1.874790 -0.510803
C: 8.518468 2.792000 0.520678
C: 7.423276 3.475224 1.042325
C: 6.150662 3.245209 0.528018
C: 5.972833 2.334720 -0.509725
H: 6.927848 0.934611 -1.834380
H: 9.192177 1.337164 -0.912836
H: 9.511103 2.973912 0.918858
H: 7.562293 4.186639 1.849689
H: 5.296579 3.776996 0.936167
H: 4.981088 2.159294 -0.914617

Atoms 1-6, force components in eV/Å:
C -1.72 -5.91 -5.79
C 1.77 3.63 2.82
S 0.27 1.88 3.78
C 0.14 -1.55 -0.27
C -0.49 1.41 -0.04
C 0.75 0.00 -0.78

Atomic partial charges in e from the Mulliken method, atoms 1 to 99: 0.383 -0.309 -0.208 -0.806 -0.323 0.577 -0.605 -0.445 0.343 -0.868 -0.845 0.219 0.480 0.521 0.298 0.126 0.309 -0.189 0.382 -0.003 0.376 0.347 0.264 0.364 0.355 0.329 0.234 0.099 0.983 -0.147 0.469 -0.838 -0.299 0.210 -0.417 -0.419 -0.758 0.085 -0.016 0.436 0.392 0.410 -0.058 0.383 -0.052 0.037 -0.090 -0.150 0.370 -0.593 -0.589 -0.160 1.125 -0.653 -0.663 -0.699 0.353 0.292 0.336 0.208 0.403 -0.100 0.406 0.345 -0.751 1.106 -0.267 -0.433 -0.667 -0.417 -0.365 -1.056 -0.382 -0.198 -0.920 0.291 0.308 -0.046 0.509 0.206 0.334 0.336 0.287 0.361 0.302 0.288 0.360 0.197 0.398 0.231 0.178 -0.482 -0.451 -0.431 -0.392 0.064 -0.081 0.382 0.378